C7H16PS3 as an isolated structure in a non-equilibrium geometry. Source: the OMol25 dataset; level of theory: ωB97M-V with the def2-TZVPD basis set.

Element x y z (Å)
C  2.69  -1.38  -1.08
C  1.38  -1.85  -1.61
C  2.73  -1.14  0.46
C  0.06  -0.38  0.40
C  -1.87  0.54  2.58
C  -3.20  0.04  -0.40
C  -0.06  2.80  -0.97
P  -1.32  0.75  0.87
S  -0.03  -0.75  -1.43
S  1.67  0.27  0.95
S  -0.86  2.76  0.65
H  3.51  -2.07  -1.37
H  2.98  -0.47  -1.56
H  1.46  -1.92  -2.63
H  1.08  -2.85  -1.17
H  2.32  -2.02  1.03
H  3.64  -0.82  0.85
H  -0.04  -1.42  1.01
H  -1.04  0.19  3.23
H  -2.67  -0.14  2.61
H  -2.41  1.58  2.85
H  -3.13  -1.01  -0.60
H  -3.29  0.57  -1.24
H  -3.97  0.27  0.31
H  -0.12  1.79  -1.32
H  1.04  3.06  -0.98
H  -0.59  3.60  -1.47

Output
- HOMO level: -12.28 eV
- LUMO level: -3.775 eV
- Charge: +1
- Strongest force on any atom: 5.0 eV/A